DFT (ωB97M-V/def2-TZVPD) results for a structure of composition C19H28BiF8N7O2PS2Te.

Properties
LUMO: -4.516 eV
charge: +1
ΔE to the lowest compared entry with this formula, charge and spin: 0.4964 eV

Geometry as XYZ:
```
69
C19H28BiF8N7O2PS2Te, DFT ωB97M-V/def2-TZVPD
Bi 1.026 0.960 2.202
F -3.101 2.715 5.440
C -2.874 1.480 5.911
F -1.871 1.559 6.795
F -3.972 1.102 6.582
C -2.558 0.516 4.795
C -3.379 -0.568 4.555
C -3.083 -1.450 3.525
C -1.955 -1.202 2.772
N -1.163 -0.153 2.990
C -1.435 0.709 3.977
S -0.311 2.042 4.119
H -4.249 -0.725 5.178
H -3.707 -2.307 3.324
H -1.653 -1.859 1.964
C 0.192 -4.597 -1.252
N 0.436 -3.277 -1.833
C 1.855 -3.188 -2.200
N 2.771 -3.473 -1.100
C 2.448 -4.788 -0.552
N 1.058 -4.918 -0.123
C 0.773 -4.073 1.033
P 1.027 -2.255 0.703
C 0.076 -2.214 -0.893
C 2.713 -2.437 -0.070
H 0.361 -5.344 -2.030
H -0.851 -4.660 -0.935
H 2.056 -2.185 -2.583
H 2.045 -3.913 -2.994
H 3.106 -4.994 0.294
H 2.634 -5.536 -1.325
H 1.411 -4.377 1.867
H -0.261 -4.243 1.349
H 0.265 -1.247 -1.362
H -0.994 -2.286 -0.669
H 3.441 -2.668 0.711
H 2.992 -1.475 -0.501
C 3.798 2.856 -0.682
N 2.825 2.373 -1.667
C 2.725 2.930 -2.890
C 1.823 2.491 -3.800
C 0.988 1.423 -3.385
N 1.042 0.900 -2.170
C 1.975 1.337 -1.291
O 2.125 0.836 -0.169
N 0.060 0.910 -4.230
H 4.306 3.721 -1.099
H 4.522 2.074 -0.463
H 3.279 3.127 0.234
H 3.415 3.735 -3.102
H 1.761 2.925 -4.785
H 0.109 1.139 -5.208
H -0.325 0.011 -3.990
F 0.575 3.853 -0.534
Te -1.009 3.374 0.321
F 1.873 2.820 1.996
F -1.680 4.963 -0.394
F -2.747 3.083 0.951
F -0.582 4.309 1.825
O -0.475 1.688 0.745
C -2.296 0.818 -1.422
S -1.787 2.478 -1.896
C -3.384 3.294 -2.090
H -2.844 0.403 -2.267
H -2.918 0.860 -0.531
H -1.386 0.255 -1.234
H -3.960 3.223 -1.172
H -3.887 2.788 -2.912
H -3.190 4.330 -2.349
```

Which charges does Löwdin predict for the atoms? In e, they are: 1.62 0.14 -0.61 0.14 0.14 -0.11 0.02 -0.03 -0.13 -0.10 -0.67 0.64 0.13 0.11 0.08 -0.19 -0.15 -0.19 -0.15 -0.19 -0.15 -0.34 0.96 -0.36 -0.33 0.13 0.13 0.12 0.13 0.13 0.13 0.09 0.08 0.04 0.08 0.09 0.07 0.02 -0.03 -0.03 0.01 -0.41 0.18 -0.50 -0.16 0.16 0.10 0.11 0.07 0.14 0.12 0.11 0.11 -0.35 1.67 -0.58 -0.37 -0.37 -0.33 -0.76 -0.30 0.89 -0.29 0.07 0.06 0.01 0.06 0.07 0.06